# 1
23
Properties=species:S:1:pos:R:3:nbo_charge:R:1 method="wB97M-V/def2-TZVPD" e_homo_ha=-0.3230 total_charge=0 e_above_lowest_kj_mol=765.8 homo_lumo_gap_ev=9.40 energy_ev=-15089.2478 molar_mass_g_mol=165.2 fmax_ev_per_a=19.444
C 3.443 0.578 0.019 -0.5904
C 2.178 -0.411 -0.012 -0.0518
C -0.133 -0.245 0.006 0.3134
C -0.257 -1.573 -0.025 -0.2929
C -1.539 -2.399 -0.010 -0.1858
C -2.779 -1.545 -0.035 -0.2249
C -2.622 -0.181 -0.023 -0.0950
C -1.378 0.400 -0.065 -0.1795
C -1.542 1.970 0.042 0.6587
H 3.786 0.330 -0.862 0.2160
H 2.924 1.319 -0.140 0.2012
H 3.901 0.582 0.845 0.2090
H 2.083 -1.170 -0.823 0.1973
H 2.196 -1.064 1.075 0.1754
H 0.786 -2.472 0.068 0.2085
H -1.757 -3.489 -0.039 0.2318
H -3.709 -2.062 0.285 0.2138
H -3.336 0.238 -0.066 0.1674
H -0.580 3.593 -0.064 0.3940
H 0.496 2.085 -0.108 0.4262
N -0.430 2.690 0.007 -0.8114
O 0.972 0.344 -0.075 -0.5218
O -2.705 2.482 -0.002 -0.6591


# 2
25
Properties=species:S:1:pos:R:3:nbo_charge:R:1 method="wB97M-V/def2-TZVPD" e_homo_ha="-0.2836 / -0.2425" total_charge=0 e_above_lowest_kj_mol=605.9 homo_lumo_gap_ev="8.42 / 5.78" energy_ev=-19186.0516 molar_mass_g_mol=197.2 fmax_ev_per_a=5.668
C -3.012 0.984 -0.703 -0.3269
C -3.463 0.050 0.192 -0.3071
C -1.643 1.071 -0.530 0.5473
C -2.287 -0.391 0.855 0.5164
C 2.091 0.912 0.669 0.8141
C 1.201 -0.728 -1.928 -0.4926
C 0.969 -2.107 -1.242 -0.4630
C 1.165 -0.881 -0.478 0.3487
C 2.946 0.966 1.916 -0.7024
N -1.157 0.202 0.439 -0.5744
O 1.672 1.672 -0.189 -0.6099
O -0.862 1.911 -1.210 -0.6349
O -2.225 -1.462 1.665 -0.6778
O 1.863 -0.451 0.575 -0.4978
H -3.714 1.453 -1.317 0.2250
H -4.440 -0.199 0.280 0.2130
H 2.221 -0.374 -2.278 0.2241
H 0.281 -0.489 -2.542 0.2305
H 0.064 -2.627 -1.149 0.2268
H 1.855 -2.751 -1.138 0.1996
H 2.333 0.466 2.781 0.2523
H 3.025 2.034 2.176 0.2290
H 3.836 0.484 1.833 0.2392
H 0.054 1.685 -1.149 0.5241
H -2.770 -1.428 2.475 0.4967


# 3
22
Properties=species:S:1:pos:R:3:nbo_charge:R:1 method="wB97M-V/def2-TZVPD" e_homo_ha="-0.3231 / -0.2853" total_charge=0 e_above_lowest_kj_mol=416.4 homo_lumo_gap_ev="8.78 / 7.38" energy_ev=-21831.3330 molar_mass_g_mol=165.3 fmax_ev_per_a=3.431
C -0.231 -2.247 1.381 -0.2163
C -1.420 -2.793 0.865 -0.2003
C 0.145 -0.910 1.321 -0.1923
C -2.180 -1.897 0.093 -0.3275
C -0.556 -0.063 0.449 -0.1812
C -1.741 -0.564 -0.001 0.2030
C -0.302 1.355 0.280 -0.4606
C 0.863 1.905 -0.617 -0.0750
C 2.246 1.354 -0.336 -0.6292
N 0.526 1.805 -2.010 -0.6014
S -0.124 0.424 -2.441 0.3893
H 0.444 -2.880 1.913 0.2065
H -1.724 -3.870 1.162 0.2308
H 0.883 -0.533 1.925 0.2099
H -3.149 -2.198 -0.091 0.2183
H -1.205 1.748 -0.294 0.2290
H -0.367 1.898 1.223 0.2337
H 0.786 3.077 -0.456 0.1993
H 2.494 1.436 0.783 0.2154
H 2.904 1.818 -1.046 0.2328
H 2.015 0.240 -0.444 0.2117
H -0.308 0.893 -3.662 0.1041


# 4
22
Properties=species:S:1:pos:R:3:nbo_charge:R:1 method="wB97M-V/def2-TZVPD" e_homo_ha=-0.1397 total_charge=-1 e_above_lowest_kj_mol=49.3 homo_lumo_gap_ev=6.76 energy_ev=-13607.7011 molar_mass_g_mol=151.2 fmax_ev_per_a=1.046
C -2.803 -0.239 2.189 -0.6233
C 0.972 0.873 0.508 -0.1997
C 0.955 0.239 1.740 -0.2119
C -0.196 0.952 -0.245 -0.2040
C -0.251 -0.181 2.293 -0.2313
C -1.382 0.499 0.302 -0.2066
C -1.443 -0.033 1.599 -0.0376
H 1.851 1.423 0.199 0.2278
H 1.874 -0.002 2.256 0.2056
H -0.111 1.328 -1.261 0.2497
H -0.245 -0.776 3.200 0.1968
H -2.294 0.471 -0.280 0.2014
H -3.218 0.684 2.593 0.2121
H -2.842 -0.959 3.008 0.2048
H -3.542 -0.614 1.470 0.2110
C 1.636 -0.997 -2.405 -0.7314
C 2.076 0.135 -3.344 0.7492
O 3.252 0.559 -3.217 -0.7931
O 1.188 0.548 -4.119 -0.7971
H 1.400 -1.892 -2.994 0.1951
H 0.756 -0.701 -1.839 0.1966
H 2.366 -1.318 -1.654 0.1856


# 5
23
Properties=species:S:1:pos:R:3:nbo_charge:R:1 method="wB97M-V/def2-TZVPD" e_homo_ha=-0.1272 total_charge=-1 e_above_lowest_kj_mol=0.0 homo_lumo_gap_ev=6.98 energy_ev=-24441.5878 molar_mass_g_mol=183.3 fmax_ev_per_a=3.412 smiles="Cc1occc1C(C)(C)C([O-])=S"
C 0.772 0.904 2.199 -0.6802
C 1.129 0.901 0.760 0.2917
O 1.976 1.891 0.351 -0.4301
C 1.936 1.897 -1.022 0.0541
C 1.064 0.934 -1.459 -0.2911
C 0.526 0.354 -0.334 -0.1040
C -0.611 -0.677 -0.299 -0.1614
C -1.276 -0.906 -1.731 -0.6196
C -0.199 -2.048 0.229 -0.6171
C -1.832 0.050 0.667 0.3114
O -2.281 -0.520 1.672 -0.6910
S -2.264 1.507 0.121 -0.4160
H 0.007 1.793 2.281 0.2545
H 0.395 -0.180 2.365 0.2497
H 1.725 1.084 2.749 0.2097
H 2.486 2.675 -1.441 0.1802
H 0.738 0.736 -2.430 0.2177
H -2.058 -1.578 -1.509 0.2061
H -1.713 0.036 -2.026 0.2423
H -0.430 -1.381 -2.377 0.1822
H -0.969 -2.618 0.769 0.2272
H 0.681 -2.014 0.982 0.1974
H 0.198 -2.839 -0.519 0.1865


# 6
22
Properties=species:S:1:pos:R:3:nbo_charge:R:1 method="wB97M-V/def2-TZVPD" multiplicity=3 e_homo_ha="-0.1896 / -0.3411" total_charge=0 e_above_lowest_kj_mol=10.0 homo_lumo_gap_ev="6.09 / 8.61" energy_ev=-20842.9964 molar_mass_g_mol=166.2 fmax_ev_per_a=3.746
C 0.809 -1.729 2.247 -0.1920
C 0.970 -2.516 1.119 -0.2397
C 0.381 -0.423 2.112 -0.2026
C 0.702 -1.972 -0.119 -0.1265
C 0.090 0.134 0.871 0.0048
C 0.253 -0.654 -0.272 -0.4056
C -0.404 1.551 0.828 -0.4126
C -0.197 2.152 -0.552 -0.4835
C -0.950 1.240 -1.503 -0.0211
O -1.610 1.983 -2.454 -0.6774
P -0.053 -0.191 -1.961 0.6420
H 1.016 -2.130 3.227 0.2134
H 1.302 -3.540 1.206 0.2145
H 0.269 0.192 2.994 0.2089
H 0.841 -2.576 -1.009 0.2065
H -1.480 1.540 1.047 0.2225
H 0.086 2.144 1.606 0.2137
H -0.622 3.154 -0.620 0.2334
H 0.869 2.226 -0.776 0.2048
H -2.201 1.406 -2.954 0.4814
H 1.009 -0.989 -2.592 -0.0504
H -1.081 -1.003 -2.444 -0.0346